Here is C36H45BCoF2N11 as an isolated structure from the OMol25 dataset. Energies are from ωB97M-V with the def2-TZVPD basis set.

Computed properties:
largest force on an atom: 0.36 eV/Å
ΔE to the lowest compared entry with this formula, charge and spin: 0.0 kcal/mol
2S+1: 2
LUMO level (alpha / beta): -1.73 / -1.73 eV
total charge: +1

Geometry as XYZ:
```
96
Properties=species:S:1:pos:R:3:mulliken_spin:R:1
H 6.392 -2.595 -0.647 0.00
H -1.696 2.421 0.782 0.00
H 2.383 -3.349 3.735 0.00
H 1.147 -2.986 -2.827 0.00
N 3.138 1.949 -0.676 0.00
C 1.158 -2.979 -0.020 0.01
N -2.419 -0.501 -3.256 0.00
C 3.164 -0.653 -3.160 0.00
H 0.869 -4.073 -5.034 0.00
C -0.081 -2.390 1.824 0.00
C -0.079 -4.194 3.489 0.00
C 5.311 -2.653 -0.636 0.00
C 3.357 3.092 -1.549 0.00
H 2.288 1.157 6.916 0.00
H 5.233 -4.707 -1.212 0.00
H 2.942 -0.251 2.909 0.00
H 4.946 1.501 -3.640 0.00
N 2.486 -0.278 -0.422 0.00
C -1.777 -0.279 -2.077 0.00
H 2.115 -0.813 -2.929 0.00
Co 0.494 -0.032 -0.052 1.04
H -2.380 -0.846 3.612 0.00
N 0.589 -3.157 2.718 0.00
C -0.600 -1.745 -3.106 0.01
H -2.137 -2.523 4.105 0.00
H 3.212 -5.997 -1.346 0.00
C -1.849 -2.044 -5.190 0.00
H 0.362 -5.161 3.238 0.00
H 2.376 -4.131 2.137 0.00
H -0.470 -4.335 0.050 0.00
H 5.079 -0.558 -0.196 0.00
H -0.770 -1.387 4.111 0.00
N 0.402 -1.997 0.671 0.00
C 1.067 0.739 3.299 0.00
C -2.470 -2.440 1.383 0.00
C -0.748 1.288 2.301 0.01
C 2.037 -3.260 2.705 0.00
N 3.672 0.429 -2.337 0.00
C -1.675 -1.680 3.581 0.00
C 3.267 -3.909 -0.811 0.00
C 3.222 2.232 0.750 0.00
H 5.390 1.559 -1.923 0.00
C 0.273 1.381 4.256 0.00
C 4.677 -3.821 -0.935 0.00
N -0.691 -0.983 -1.942 0.00
H 3.252 -0.359 -4.207 0.00
H 3.719 -1.584 -3.006 0.00
C 0.332 -2.712 -3.483 0.00
H 0.789 -6.236 -0.923 0.00
H -1.001 -3.482 -6.512 0.00
C 0.683 1.551 5.574 0.00
H 2.465 -2.365 2.263 0.00
N -1.354 -1.972 2.195 0.00
C 1.287 -5.289 -0.760 0.00
F 0.610 1.971 -2.219 0.00
H 2.795 1.407 1.306 0.00
H 0.033 -4.028 4.562 0.00
C 3.179 -1.499 -0.384 -0.01
H -2.796 1.365 1.679 0.00
C -1.793 1.435 1.241 0.01
C 0.164 -3.318 -4.712 0.00
C -1.674 -1.441 -3.949 0.00
C 1.926 1.048 5.902 0.00
H 3.165 2.814 -2.581 0.00
C 4.983 0.930 -2.710 0.00
H 5.657 0.080 -2.846 0.00
N 0.395 0.709 2.083 0.01
H -2.048 1.704 -1.350 0.00
H -1.825 -0.487 0.585 0.01
N -1.557 0.417 0.215 -0.03
H -2.151 -2.544 0.345 0.00
B 0.554 1.748 -0.877 -0.06
H 2.650 3.131 0.969 0.00
H 4.263 2.389 1.049 0.00
C -2.267 0.679 -1.036 0.01
H 0.065 2.050 6.309 0.00
C -0.907 -2.984 -5.556 0.00
C 2.320 0.239 3.647 0.00
H -3.300 -1.729 1.438 0.00
F 0.386 2.942 -0.230 0.00
H -3.355 0.596 -0.926 0.00
H 4.371 3.489 -1.456 0.00
C 2.621 -5.154 -1.010 0.00
C 4.560 -1.496 -0.359 0.00
C 2.735 0.402 4.953 0.00
H -2.849 -3.408 1.731 0.00
H -2.681 -1.797 -5.836 0.00
C 2.509 -2.768 -0.429 0.00
C 0.569 -4.205 -0.228 0.00
H 3.704 0.029 5.258 0.00
H -1.681 2.215 3.961 0.00
C 3.125 0.670 -1.122 0.00
H 2.652 3.874 -1.267 0.00
H -3.258 -0.048 -3.573 0.00
H -1.136 -4.237 3.242 0.00
N -0.890 1.722 3.583 0.00
```